(1)
# C6H14N3O3

A 2-piece molecular cluster, C6H14N3O3 overall in a non-equilibrium geometry (ωB97M-V with the def2-TZVPD basis set, OMol25).

ORCA input file:
```
! wB97M-V def2-TZVPD RIJCOSX def2/J DEFGRID3
* xyz 1 1
C 1.479 0.962 0.300
C -2.199 0.139 -0.012
C -3.273 1.032 0.174
C 1.346 -1.781 -1.048
C 1.125 -1.599 1.437
C 0.267 0.139 0.138
N 1.245 2.285 0.615
N 0.012 0.703 -2.175
N 0.552 -1.269 0.101
O 2.583 0.479 0.320
O -2.191 -0.993 -0.377
O -0.921 0.660 0.541
H -3.994 0.798 0.956
H -3.821 1.094 -0.830
H -2.925 2.000 0.449
H 1.534 -2.846 -0.967
H 0.902 -1.542 -1.992
H 2.285 -1.509 -0.876
H 0.516 -1.066 2.151
H 1.090 -2.732 1.757
H 2.185 -1.191 1.496
H 0.395 2.669 0.814
H 2.069 2.731 0.985
H 0.798 1.338 -2.261
H -0.712 1.316 -1.785
H -0.347 -1.816 0.090
*
```

Values from the calculation:
HOMO level (alpha / beta)   -14.16 / -13.07 eV
HOMO-LUMO gap (alpha / beta)   9.182 / 8.583 eV

(2)
# C6H14N4O10Zn

C6H14N4O10Zn as an isolated structure in a non-equilibrium geometry (ωB97M-V with the def2-TZVPD basis set, OMol25).

ORCA input file:
```
! wB97M-V def2-TZVPD RIJCOSX def2/J DEFGRID3
* xyz -2 1
Zn 0.291 -0.187 -0.953
C 0.831 -2.697 -0.974
O -0.099 -3.562 -0.853
O 1.213 -1.875 -0.036
O 0.607 -1.981 -2.019
C -1.881 0.127 -2.052
O -0.865 0.891 -2.137
O -1.884 -0.536 -0.959
O -1.994 -0.662 -3.049
C 1.100 1.651 1.373
O 0.604 1.302 0.307
N 0.967 0.918 2.494
N 1.729 2.820 1.640
H 0.563 -0.004 2.376
H 1.662 0.967 3.220
H 2.001 3.017 2.585
H 1.691 3.558 0.959
C 2.938 0.192 -2.574
O 2.065 0.506 -1.780
N 3.768 1.100 -3.141
N 3.202 -1.059 -2.964
H 3.680 2.088 -2.992
H 4.465 0.756 -3.778
H 3.887 -1.322 -3.648
H 2.500 -1.744 -2.678
C -4.123 -0.278 2.540
C -2.789 -0.957 2.417
O -1.701 -0.299 1.779
O -4.649 0.392 1.370
H -4.013 0.501 3.302
H -4.783 -1.054 2.929
H -2.825 -1.883 1.839
H -2.481 -1.180 3.444
H -1.642 -0.608 0.853
H -4.036 1.103 1.159
*
```

Values from the calculation:
HOMO level   0.86 eV
HOMO-LUMO gap   3.567 eV

(3)
# C6H14N4O3Si

C6H14N4O3Si in the gas phase in a non-equilibrium geometry (ωB97M-V with the def2-TZVPD basis set, OMol25).

ORCA input file:
```
! wB97M-V def2-TZVPD RIJCOSX def2/J DEFGRID3
* xyz 0 1
C 2.483 1.471 -0.044
C 2.307 -1.491 0.281
C -2.916 0.310 0.471
C -2.253 -0.072 -0.903
C -2.031 -0.284 1.557
C -0.894 0.604 -1.086
N 3.716 1.997 0.448
N 3.148 -2.282 -0.452
N 1.368 1.455 0.779
N 1.043 -1.373 -0.204
O 2.365 1.026 -1.175
O 2.710 -0.914 1.259
O -0.683 0.176 1.606
Si 0.289 0.169 0.324
H -2.946 1.452 0.733
H -3.852 -0.057 0.437
H -2.226 -1.085 -0.996
H -3.037 0.144 -1.584
H -2.557 0.024 2.579
H -1.897 -1.280 1.329
H -0.658 0.130 -2.086
H -0.796 1.718 -1.059
H 3.693 2.714 1.109
H 4.256 2.331 -0.392
H 2.766 -2.993 -1.105
H 4.155 -2.422 -0.414
H 1.715 1.653 1.700
H 1.044 -1.364 -1.204
*
```

Values from the calculation:
HOMO level   -9.53 eV
HOMO-LUMO gap   10.356 eV
SMILES   NC(=O)N[Si]1(NC(N)=O)CCCCO1

What relative energy (zero: lowest compared OMol25 entry of this formula, charge and spin) values result from the calculations? In sequence: 3.824 5.916 0.209 eV.